*one*
This record from OMol25 describes a molecular structure, C25H13BrCoN6O6S. The level of theory is ωB97M-V/def2-TZVPD.

Structure (XYZ):
```
53
Properties=species:S:1:pos:R:3
Br -5.469 -4.766 1.827
Co 0.300 -1.230 -0.028
S 1.145 6.038 0.475
O -2.148 0.651 0.673
O 2.916 -2.579 2.393
O 0.346 -2.109 -2.587
O 1.751 -1.629 -4.276
O 1.007 -2.449 1.221
O -1.444 -1.458 0.377
N 0.630 5.157 -0.772
N 2.101 -1.493 -0.787
N -0.078 0.371 -1.184
N -6.028 -0.732 1.305
N 0.616 0.094 1.289
N 1.364 4.876 1.568
C -2.359 -0.546 0.659
C 3.822 -1.074 -2.344
C 1.156 0.915 3.449
C 2.500 -1.331 -2.051
C 4.331 -1.415 -0.010
C -6.189 -2.031 1.536
C 1.041 2.431 1.611
C 0.296 1.508 -0.570
C 0.617 3.899 -0.365
C -0.841 1.691 -3.019
C -3.868 -2.501 1.185
C 4.736 -1.059 -1.284
C 2.978 -1.652 0.193
C 1.298 2.195 2.963
C 0.805 -0.121 2.588
C -0.688 0.473 -2.360
C 2.294 -2.265 1.412
C -5.141 -2.942 1.485
C 1.039 3.738 0.979
C 1.408 -1.703 -3.001
C -0.374 2.847 -2.433
C 0.702 1.351 0.809
C -3.695 -1.141 0.955
C 0.186 2.762 -1.158
C -4.803 -0.303 1.026
H 0.683 -1.136 2.937
H 5.024 -1.548 0.810
H -3.034 -3.186 1.131
H 1.571 3.020 3.608
H -7.192 -2.366 1.772
H -0.474 3.812 -2.913
H -1.338 1.709 -3.978
H 1.029 -1.985 -4.819
H 1.316 0.688 4.492
H -4.682 0.758 0.846
H 4.142 -0.947 -3.368
H 5.778 -0.848 -1.483
H -1.086 -0.438 -2.783
```

charge = +1
orbital gap (spin up / spin down) = 6.7034 / 6.7057 eV
HOMO energy (spin up / spin down) = -11.22 / -11.22 eV


*two*
This record from OMol25 describes a molecular structure, C25H13BrCoN6O6S. The level of theory is ωB97M-V/def2-TZVPD.

Structure (XYZ):
```
53
Properties=species:S:1:pos:R:3
Br -5.964 -2.706 1.847
Co 0.324 0.056 0.139
S 0.142 6.745 -2.899
O -0.226 0.751 1.779
O 2.658 -2.620 -1.657
O 0.159 0.534 3.983
O -1.003 -1.260 0.281
O 1.281 -0.880 -1.366
O 0.126 -3.135 -0.245
N -3.362 -5.348 0.085
N -0.979 5.590 -2.867
N 1.323 6.007 -2.091
N -0.903 1.153 -0.908
N 1.526 1.598 -0.080
N 1.496 -0.946 1.158
C 3.478 2.935 0.184
C -4.421 -4.770 0.641
C -2.172 -3.287 0.315
C -2.935 1.751 -1.978
C -0.400 2.360 -1.227
C -2.142 0.852 -1.265
C 3.017 -2.543 2.683
C 0.361 0.239 2.836
C 2.267 -1.839 0.551
C 3.074 -2.674 1.292
C 1.606 3.809 -1.012
C 0.868 4.811 -1.759
C -0.458 4.569 -2.206
C -4.418 -3.445 1.062
C -3.279 -2.684 0.900
C -2.429 2.986 -2.318
C 2.756 1.762 0.388
C 1.394 -0.818 2.466
C -2.262 -4.620 -0.070
C 2.170 -1.622 3.287
C 2.011 -1.770 -0.915
C -1.125 3.309 -1.934
C 2.903 3.970 -0.522
C 0.954 2.606 -0.766
C -0.895 -2.541 0.093
H -3.019 3.708 -2.867
H 4.476 3.019 0.588
H 3.182 0.941 0.947
H 3.700 -3.411 0.813
H -3.239 -1.655 1.230
H -1.407 -5.107 -0.521
H 3.430 4.898 -0.697
H -3.941 1.466 -2.249
H -2.496 -0.123 -0.964
H 2.092 -1.521 4.360
H -5.309 -5.379 0.761
H 2.379 -2.533 -2.584
H 3.631 -3.187 3.298
```

charge = +1
orbital gap = 7.4340 eV
HOMO energy = -11.34 eV


Pick *two*: it beats the second-best structure by 151.6 kJ/mol.